(1)
The following is a quantum chemistry calculation of a 7-piece molecular cluster, C21H17BBrCl24F7N7O5S overall at a distorted geometry, from the Open Molecules 2025 dataset.

Structure (ORCA input):
```
! wB97M-V def2-TZVPD RIJCOSX def2/J DEFGRID3
* xyz 1 1
Cl 2.32575 -3.60291 4.38652
H -1.27815 3.86958 -4.76336
Cl 3.79755 5.62362 4.37342
H 1.86772 -2.42958 1.15614
Cl -8.72619 -8.02287 -0.13949
Cl 1.95717 5.44589 -0.60936
S 1.72599 2.21525 2.97394
C -1.61674 2.15599 -1.33249
C -1.62898 -1.68186 -4.49992
Cl 4.11397 5.45907 1.34343
F 5.65024 1.25518 0.23351
O 0.82875 2.27546 4.27126
C 0.65983 1.44635 1.64062
Cl -1.57423 0.61969 -8.75784
Cl 4.20580 7.26280 -0.93780
Cl -7.75685 -9.67839 2.04797
N -1.04481 -1.11111 -0.63500
C 5.00097 6.67836 5.15695
H 1.10631 -2.46076 -2.62233
F 2.82952 0.09526 4.33803
H -0.59906 -1.80892 -5.04884
F 3.48946 -0.45356 1.56564
N 0.36525 0.01375 1.25540
C -1.44009 -0.62676 -3.22963
F 5.00518 3.15447 1.66252
H -0.35795 -0.15727 -3.17443
Cl 4.57439 -1.78601 4.05807
Cl -2.58626 -4.32551 4.12766
H -0.65465 -3.12552 1.91274
H 0.24686 2.37050 -2.99524
Cl -3.64118 -1.29589 -8.03408
C -3.26429 0.43510 -8.22484
H -2.35478 -1.17292 -5.29859
C 4.16046 0.71267 2.18407
H -3.77821 2.48623 -0.24970
O -0.86293 4.30363 2.52006
C 4.56063 1.86181 1.08663
N -3.23259 4.00769 -3.62430
H 1.36590 -4.29698 -2.29344
C -7.31471 -8.41119 0.87608
C 1.96523 -2.75753 0.01250
H -2.16206 0.28899 -3.48576
H 2.39731 -1.80482 -0.54298
Cl -3.48955 1.26733 -6.66559
O 2.15811 3.69157 2.67994
F 4.13867 2.10285 4.28492
Cl -5.24813 -5.43679 4.50898
C -1.81991 3.54728 -3.74714
H 2.75423 -3.65326 0.02768
C 4.08201 -3.40598 4.61292
C -4.10881 -4.76670 3.31412
C 3.71342 5.64282 -0.38295
N 0.64275 -3.23528 -0.54309
H -0.41637 -3.70535 -2.44774
F 5.45591 0.18641 2.75542
C 0.64786 -3.37507 -2.04847
O -0.13080 3.53261 0.67509
Cl -3.77925 -5.98698 2.05843
C 3.24992 1.23381 3.44276
N -0.87022 1.37688 -0.31734
Br -3.90222 -0.68179 -1.37193
C -3.16261 2.74283 -1.23695
C -3.92947 3.63790 -2.35912
H -2.14955 -2.68836 -4.19810
Cl 5.21237 6.17962 6.85436
C -0.56945 -0.02821 0.02834
F 3.43081 2.13041 0.15413
C -0.88553 2.65891 -2.75276
Cl 4.57674 4.40344 -1.32814
Cl -4.82166 -3.31757 2.56146
B -0.54276 -2.44740 -0.02094
Cl 6.55717 6.54276 4.29985
Cl 4.48256 -3.58974 6.33931
Cl 4.94533 -4.64536 3.66774
C -1.98017 -1.22609 -1.79262
O -1.31486 -2.88429 1.19421
H -2.11204 -2.39413 -2.01956
N -1.22109 3.82075 1.45038
H -5.05647 3.99819 -2.20894
Cl -6.79220 -6.94947 1.75072
Cl -4.35220 1.14918 -9.44187
N -0.17137 2.17191 0.59363
Cl -5.98355 -8.99407 -0.15495
Cl 4.43688 8.36745 5.10010
*
```

Computed properties:
F_max	10.83	eV/A

(2)
The following is a quantum chemistry calculation of C50H41BrN8O4Rb as an isolated structure at a distorted geometry, from the Open Molecules 2025 dataset.

Structure (ORCA input):
```
! wB97M-V def2-TZVPD RIJCOSX def2/J DEFGRID3
* xyz -1 1
H -0.14237 7.64965 -1.27773
C -1.52923 4.33179 0.78537
O 0.69484 -0.44315 -5.24984
H -6.20601 -0.40535 3.05224
C -3.17017 -0.32908 -3.11719
H -0.59997 -3.39642 4.46662
H 2.61128 3.38824 2.13089
C -3.02696 -5.61139 3.63668
C 2.05720 2.17395 -3.78841
H -2.51778 4.21162 1.14765
N -2.89141 0.39873 -1.16531
H 3.38092 5.29806 -3.33206
C 3.39051 4.20978 -3.47928
C 0.27406 -6.24909 0.41261
H 2.91146 -4.81472 -4.80716
C -2.29444 -4.70276 4.36626
H 0.23061 -3.95171 2.19991
H -4.89553 -1.31065 3.87302
C 4.47136 2.12136 -3.92134
C 1.86677 -4.72692 -2.95877
C 2.28497 -4.19968 -4.20063
C -2.15118 1.43309 0.98703
H -3.14569 1.53741 -4.15261
C 0.93228 -4.04530 -2.24362
H -5.53271 -1.84954 2.39208
O 0.95784 -2.12125 1.90019
C -1.12702 -4.14331 3.85354
N 0.76922 0.09804 -3.03154
O 3.03977 -2.38054 2.87049
C 1.08149 4.90907 0.01988
H -1.75650 2.19793 2.87049
H -1.02508 1.31081 4.69147
H 4.31773 1.15057 1.63534
C -5.25844 -0.95150 2.92060
H 5.44970 4.00913 -3.63733
H -3.24208 -6.51924 1.66288
N -3.06797 -0.75696 -1.86310
H -1.86007 6.43524 0.55942
H 2.20727 -5.71736 -2.71627
C 3.25097 1.47590 -3.96153
C 4.53879 3.51039 -3.69595
C 0.32128 -4.67146 -1.05440
H -3.67769 1.07055 3.96877
C 1.09328 1.57921 5.18457
C 0.71074 1.40467 -3.72815
H 3.22749 0.38465 -3.97188
H 1.23730 4.14895 -3.36998
H 3.13701 1.57531 5.69275
H 0.26255 -7.34422 0.29865
N 1.65672 2.57516 0.46432
C -2.44110 1.53229 2.34084
H 0.74260 1.50916 -5.94265
C 2.38483 1.08071 5.08804
C 2.83267 0.85476 0.06254
C 0.32830 -0.02669 3.62869
N 1.76427 1.48697 -0.31898
C 3.43062 1.47855 1.14212
C 0.25623 0.92353 -5.15995
Rb -0.08017 -0.98692 -0.28344
H -3.78147 -6.20986 4.15704
H 3.12291 -0.12830 -0.33703
H -1.77849 -6.16344 -0.11921
H 0.23362 8.04241 0.33921
C -1.13496 5.63000 0.46738
H 5.38211 1.55053 -4.15894
H -2.61769 2.45676 -1.54773
H 0.83746 -6.06275 1.35775
C 2.15700 3.56353 -3.52625
O 0.99083 -5.79130 -0.70906
N -0.73429 -4.34161 -0.48788
C 1.62327 -0.53146 3.53145
C 1.86218 -2.95821 -4.54744
C -3.01571 1.06207 -3.24777
H 2.01924 5.12293 -0.45821
C -2.78785 1.47465 -1.94361
C 1.02389 -2.29251 -3.67583
C 0.73443 -0.83049 -3.93260
H -0.85272 0.94351 -5.20970
C 0.66949 3.58417 0.34858
C -1.04670 -5.55484 0.39364
C 2.67945 0.01309 4.26711
C -2.94138 0.50230 0.27790
Br 0.62713 3.02732 6.35523
C -2.63668 -5.89754 2.34021
C 0.47924 7.30808 -0.46553
C -0.72766 -4.37504 2.54901
N 0.57174 -2.79915 -2.57685
C 0.17192 5.92003 0.03835
C -4.18621 -0.13366 2.24473
H 1.51260 7.39201 -0.80742
H -0.47500 -0.42668 3.01083
H -3.24759 -1.05277 -3.95311
C 1.95261 -1.79094 2.65336
N -1.02490 1.94518 0.39145
C -3.47059 0.83466 2.92286
C -1.48522 -5.28564 1.80405
C -0.66396 3.22906 0.50201
H -4.42434 -0.98106 0.30508
C -3.90236 -0.26407 0.90634
H -2.64052 -4.38390 5.31890
H -0.02365 2.05965 -3.31851
H 2.16251 -2.40028 -5.48602
C 0.00999 1.03671 4.49440
C 2.65676 2.57250 1.38388
H 3.65423 -0.41561 4.27109
*
```

Computed properties:
F_max	2.93	eV/A
ΔE to the lowest compared entry with this formula, charge and spin	45.5	kcal per mole

(3)
The following is a quantum chemistry calculation of a 2-piece molecular cluster, C4H12 overall at a distorted geometry, from the Open Molecules 2025 dataset.

Structure (ORCA input):
```
! wB97M-V def2-TZVPD RIJCOSX def2/J DEFGRID3
* xyz 0 1
C -1.24549 -0.40244 1.17980
H -1.90761 -0.77630 0.39783
H -1.03369 -2.53029 1.99410
C 1.23428 1.60120 -1.57120
H -0.16146 -1.47434 2.84746
H -0.20841 -0.12624 0.84904
H -1.92238 -1.17535 2.91098
H -1.59408 0.60026 1.57506
H 0.52336 2.20375 -2.19948
H 1.40097 -0.43710 -1.02704
H 0.07656 0.06490 -2.23632
C -1.10173 -1.46912 2.25189
H 2.20299 2.07552 -1.68116
C 1.12684 0.11133 -1.90638
H 1.70273 -0.06036 -2.83569
H 0.90712 1.79457 -0.54890
*
```

Computed properties:
F_max	2.57	eV/A
ΔE to the lowest compared entry with this formula, charge and spin	19.4	kcal per mole

(4)
The following is a quantum chemistry calculation of C2H3N3O2 as an isolated structure at a distorted geometry, from the Open Molecules 2025 dataset.

Structure (ORCA input):
```
! wB97M-V def2-TZVPD RIJCOSX def2/J DEFGRID3
* xyz 0 1
N -1.86264 0.56479 0.25526
O -0.23050 -0.90498 1.06177
C -0.61407 -0.06010 0.23911
H -1.88207 1.27771 -0.40332
O 2.44414 0.45604 0.86977
N 0.14994 0.29698 -0.86249
H -2.23783 0.53222 1.20724
C 1.78990 -0.15152 0.09123
N 1.23270 -0.51319 -1.04296
H 1.21044 -1.49794 -1.41562
*
```

Computed properties:
F_max	4.13	eV/A
ΔE to the lowest compared entry with this formula, charge and spin	75.7	kcal per mole

no.,E (hartree)
1,-16309.44154
2,-5267.11420
3,-159.55405
4,-392.67284